{
  "formula": "C22H27AsN4O6RuS",
  "method": "the ωB97M-V functional and the def2-TZVPD basis",
  "species": ["Ru", "O", "As", "O", "O", "C", "C", "C", "C", "C", "C", "S", "O", "O", "O", "H", "H", "H", "H", "H", "C", "N", "C", "C", "C", "C", "C", "N", "C", "C", "C", "C", "C", "C", "H", "H", "H", "H", "H", "H", "H", "H", "H", "H", "H", "N", "C", "C", "N", "C", "C", "H", "H", "H", "H", "H", "H", "H", "H", "H", "H", "H"],
  "coordinates": [[-0.065, -0.340, -0.232], [3.031, -1.004, 2.872], [3.097, -0.597, 1.185], [4.329, 0.390, 0.759], [1.588, 0.180, 0.857], [3.528, -2.278, 0.292], [4.903, -2.485, 0.245], [5.420, -3.669, -0.273], [4.583, -4.650, -0.765], [3.207, -4.456, -0.750], [2.698, -3.284, -0.219], [0.970, -3.038, -0.301], [0.299, -4.243, -0.646], [0.583, -2.376, 0.961], [0.811, -1.936, -1.349], [2.117, -1.127, 3.166], [5.563, -1.719, 0.629], [6.492, -3.821, -0.279], [4.993, -5.570, -1.160], [2.529, -5.206, -1.131], [-2.224, -1.557, 2.020], [-1.788, -0.467, 1.124], [-2.579, 0.555, 1.013], [-2.294, 1.555, 0.054], [-2.925, 2.729, -0.321], [-2.181, 3.252, -1.392], [-1.146, 2.362, -1.633], [-1.197, 1.330, -0.758], [-3.291, -2.421, 1.400], [-4.489, -2.621, 2.074], [-5.486, -3.420, 1.528], [-5.293, -4.020, 0.294], [-4.099, -3.823, -0.388], [-3.106, -3.030, 0.163], [-2.617, -1.111, 2.937], [-1.346, -2.142, 2.283], [-3.470, 0.627, 1.635], [-3.809, 3.150, 0.131], [-2.381, 4.155, -1.944], [-0.388, 2.404, -2.397], [-4.646, -2.153, 3.040], [-6.412, -3.569, 2.066], [-6.068, -4.642, -0.135], [-3.938, -4.294, -1.349], [-2.175, -2.910, -0.377], [4.454, 2.185, -2.386], [4.183, 0.734, -2.711], [2.693, 0.543, -2.955], [1.925, 0.981, -1.795], [2.154, 2.396, -1.500], [3.617, 2.692, -1.228], [4.274, 2.754, -3.215], [5.441, 2.301, -2.156], [4.512, 0.175, -1.833], [4.797, 0.472, -3.572], [2.504, -0.515, -3.139], [2.365, 1.095, -3.840], [2.278, 0.473, -0.992], [1.589, 2.666, -0.607], [1.767, 2.996, -2.328], [3.965, 2.145, -0.348], [3.823, 3.757, -1.131]],
  "forces_ev_per_angstrom": [[0.353, -0.120, 0.238], [0.024, 0.123, -0.029], [-0.330, 0.081, -0.156], [-0.113, 0.066, 0.079], [0.576, -0.291, 0.090], [-0.089, -0.174, -0.050], [-0.093, -0.027, 0.037], [0.117, 0.059, 0.032], [-0.056, -0.056, -0.020], [0.075, 0.035, 0.070], [0.160, 0.129, -0.005], [-0.369, 0.576, 0.084], [0.116, -0.124, -0.060], [-0.094, -0.317, -0.085], [-0.064, -0.200, -0.004], [0.046, -0.007, -0.057], [0.039, -0.007, -0.014], [-0.001, 0.016, -0.004], [-0.008, -0.005, -0.005], [-0.024, 0.015, -0.012], [0.195, 0.148, 0.162], [-0.466, -0.075, 0.070], [0.055, -0.084, 0.011], [-0.003, -0.041, -0.042], [0.041, 0.082, 0.046], [-0.074, -0.050, -0.012], [-0.036, -0.029, 0.089], [0.005, 0.276, -0.293], [-0.110, -0.034, -0.024], [-0.021, 0.007, -0.009], [0.004, 0.006, -0.020], [0.038, 0.016, 0.005], [-0.046, -0.007, 0.026], [0.051, -0.041, -0.049], [0.045, -0.023, 0.022], [-0.023, -0.019, -0.044], [-0.006, 0.021, -0.014], [-0.002, 0.008, -0.006], [-0.025, 0.010, -0.001], [-0.029, -0.032, -0.009], [0.000, 0.001, 0.005], [-0.001, -0.001, 0.008], [-0.006, -0.003, -0.004], [0.004, -0.002, -0.002], [0.064, 0.027, 0.010], [-0.041, -0.015, -0.003], [0.102, 0.063, 0.019], [0.064, 0.022, 0.067], [0.018, 0.057, -0.139], [-0.032, -0.059, 0.029], [0.128, -0.035, -0.077], [-0.006, 0.000, 0.013], [-0.008, -0.009, 0.009], [-0.030, -0.021, -0.012], [-0.021, -0.007, -0.006], [-0.023, 0.004, 0.005], [0.002, -0.005, -0.002], [-0.064, 0.019, 0.041], [-0.022, 0.020, -0.030], [0.056, 0.033, 0.000], [-0.018, -0.002, 0.012], [-0.025, 0.005, 0.025]],
  "homo_ha": [-0.3974, -0.3966],
  "e_tot_ha": -4253.568375,
  "charge": 1,
  "multiplicity": 6,
  "orbital_gap_ev": [8.07, 6.40],
  "de_lowest_kj_mol": 19.9,
  "e_lumo_ev": [-2.745, -4.393]
}

=====

{
  "formula": "C39H43N4P2ReS3Si2",
  "method": "the ωB97M-V functional and the def2-TZVPD basis",
  "species": ["Re", "C", "Si", "C", "C", "N", "P", "C", "P", "N", "Si", "C", "C", "C", "C", "C", "C", "C", "C", "C", "C", "C", "C", "C", "C", "C", "C", "C", "C", "C", "C", "C", "C", "C", "C", "C", "C", "C", "H", "H", "H", "H", "H", "H", "H", "H", "H", "H", "H", "H", "H", "H", "H", "H", "H", "H", "H", "H", "H", "H", "H", "H", "H", "H", "H", "H", "H", "H", "H", "H", "H", "H", "H", "H", "H", "H", "S", "C", "S", "C", "N", "N", "C", "C", "C", "C", "C", "C", "S", "H", "H", "H", "H", "H"],
  "coordinates": [[-1.370, 0.391, 0.501], [-2.368, 4.332, 0.184], [-0.772, 3.824, 1.043], [-1.083, 3.820, 2.893], [0.541, 5.196, 0.692], [-0.353, 2.243, 0.475], [0.869, 1.616, -0.451], [0.314, -0.069, -0.485], [-0.517, -1.118, -1.623], [-1.972, -0.944, -0.945], [-3.577, -1.542, -1.281], [-4.702, -0.111, -0.791], [-3.892, -3.094, -0.179], [-3.634, -1.962, -3.121], [0.309, -2.724, -1.541], [1.619, -2.725, -1.119], [2.341, -3.907, -1.166], [1.800, -5.069, -1.646], [0.452, -5.078, -2.085], [-0.281, -3.889, -2.001], [-0.545, -0.677, -3.363], [0.287, -1.262, -4.318], [0.180, -0.926, -5.670], [-0.787, 0.018, -6.048], [-1.539, 0.674, -5.086], [-1.437, 0.340, -3.768], [1.029, 2.336, -2.114], [1.758, 1.763, -3.195], [1.505, 2.229, -4.498], [0.690, 3.339, -4.701], [0.050, 3.923, -3.614], [0.158, 3.379, -2.377], [2.509, 1.701, 0.375], [2.591, 2.325, 1.627], [3.779, 2.256, 2.291], [4.840, 1.579, 1.803], [4.775, 0.950, 0.559], [3.593, 0.996, -0.146], [-2.513, 5.399, 0.167], [-2.438, 3.921, -0.836], [-3.230, 3.958, 0.676], [-1.299, 4.859, 3.109], [-2.031, 3.321, 3.182], [-0.286, 3.579, 3.553], [0.122, 6.103, 1.069], [1.503, 5.031, 1.124], [0.584, 5.291, -0.391], [-4.468, 0.213, 0.241], [-4.617, 0.713, -1.493], [-5.785, -0.354, -0.820], [-3.137, -3.849, -0.500], [-3.742, -2.922, 0.884], [-4.908, -3.499, -0.311], [-3.792, -1.147, -3.859], [-2.733, -2.506, -3.546], [-4.454, -2.647, -3.274], [2.066, -1.838, -0.705], [3.375, -3.918, -0.756], [2.394, -5.971, -1.646], [0.036, -6.034, -2.480], [-1.328, -3.953, -2.292], [0.967, -2.028, -4.012], [0.841, -1.375, -6.388], [-0.882, 0.204, -7.119], [-2.243, 1.402, -5.383], [-2.058, 0.797, -2.979], [2.424, 0.926, -3.046], [1.891, 1.792, -5.375], [0.448, 3.654, -5.697], [-0.590, 4.804, -3.784], [-0.474, 3.747, -1.571], [1.639, 2.642, 2.061], [3.828, 2.625, 3.279], [5.737, 1.526, 2.367], [5.628, 0.377, 0.242], [3.531, 0.543, -1.124], [2.458, 0.128, 4.884], [0.942, -0.262, 4.394], [-0.050, 0.577, 3.209], [-1.287, -0.647, 3.343], [-1.016, -1.543, 4.189], [0.114, -1.231, 4.875], [0.630, -2.223, 5.801], [1.506, -3.183, 5.364], [2.117, -4.057, 6.237], [1.876, -3.930, 7.576], [0.929, -3.045, 8.036], [0.338, -2.144, 7.150], [-2.546, -0.772, 2.161], [1.619, -3.268, 4.272], [2.726, -4.847, 5.952], [2.221, -4.645, 8.297], [0.643, -3.011, 9.068], [-0.386, -1.411, 7.511]],
  "forces_ev_per_angstrom": [[0.211, 0.355, -0.448], [0.671, -0.432, -0.635], [0.074, 1.690, 0.780], [-1.416, 0.205, -0.666], [-1.338, -1.611, -0.614], [0.699, -1.431, -1.066], [1.049, -1.208, 0.116], [-0.202, 1.218, -0.340], [1.355, 0.165, 0.308], [-0.421, 0.116, 0.345], [-0.647, -0.603, 0.337], [-0.636, -0.502, 0.037], [0.367, 0.221, -1.106], [0.827, -0.291, -0.909], [-0.693, 0.665, -0.146], [0.335, -0.384, 0.142], [1.573, 0.317, 0.825], [-1.335, -0.293, -0.454], [0.744, -0.259, 0.170], [-0.267, -1.535, -0.475], [-0.301, 0.721, -0.530], [-0.388, 0.027, -0.086], [-0.732, 0.681, 0.764], [1.158, -0.743, -0.396], [0.042, -0.345, -0.501], [0.359, -0.650, 1.603], [0.025, -0.731, -0.529], [-0.862, 0.498, -0.018], [-0.285, 0.807, 1.414], [-0.271, -0.494, 0.828], [-0.585, 1.172, -1.724], [-0.164, -0.046, 1.380], [-1.072, 0.210, 0.241], [-1.388, -0.975, -1.441], [-0.600, 0.493, 1.200], [0.752, -0.598, -1.410], [-0.022, 0.035, 0.761], [-0.049, 0.415, -0.451], [0.155, 0.524, -0.196], [0.121, 0.347, 0.179], [-0.858, -0.591, 0.746], [-0.070, 0.575, 0.006], [0.665, -0.157, -0.101], [0.713, -0.572, 0.467], [-0.291, 0.696, 0.382], [0.691, -0.125, 0.161], [0.426, 0.176, -0.089], [-0.142, 0.031, -0.445], [0.338, 0.335, 0.012], [0.601, -0.152, 0.173], [-0.589, 0.253, 0.246], [0.046, 0.166, -0.019], [0.381, 0.060, -0.099], [0.021, -0.142, 0.775], [-0.821, 0.534, 0.806], [-0.461, -0.341, -0.045], [0.071, 0.254, 0.039], [-0.843, 0.045, -0.457], [-0.042, -0.103, -0.113], [0.119, 1.064, 0.426], [0.132, 0.360, -0.040], [0.438, -0.339, 0.098], [-0.013, -0.175, -0.210], [-0.206, 0.273, 0.371], [-0.664, 0.759, -0.315], [0.223, -0.033, -0.645], [0.014, -0.087, 0.038], [0.794, -0.791, -0.586], [0.178, 0.283, -0.318], [0.262, -0.571, 0.158], [0.232, 0.054, -0.313], [0.659, 0.428, 0.124], [0.104, 0.548, 0.876], [0.652, -0.093, 0.443], [0.103, -0.069, -0.396], [-0.059, -0.238, -0.053], [-0.386, -0.017, -0.190], [-0.252, 0.369, 0.254], [0.240, 0.425, 0.097], [0.591, 0.523, -0.571], [-0.367, -0.597, 1.008], [0.916, -1.378, 0.496], [0.024, 0.537, 0.749], [0.049, -0.405, -1.872], [-0.627, 1.014, 0.219], [-1.030, -0.458, 1.019], [-0.318, 1.111, -0.542], [-0.538, 0.234, 0.363], [-0.244, 0.186, -0.313], [0.296, -0.039, 0.568], [1.104, -1.123, -0.987], [0.632, -0.262, 0.052], [0.025, -0.020, 0.371], [0.241, -0.161, -0.113]],
  "homo_ha": [-0.3796, -0.3823],
  "e_tot_ha": -4265.345030,
  "charge": 1,
  "multiplicity": 4,
  "orbital_gap_ev": [6.49, 6.57],
  "e_lumo_ev": [-3.838, -3.833]
}

=====

{
  "formula": "C25H37CdCl2FNO2PSi",
  "method": "the ωB97M-V functional and the def2-TZVPD basis",
  "species": ["Cd", "C", "Si", "C", "C", "N", "C", "C", "C", "C", "C", "C", "F", "H", "H", "H", "H", "H", "H", "H", "H", "H", "H", "H", "H", "H", "Cl", "C", "Cl", "C", "O", "O", "H", "C", "C", "C", "C", "P", "C", "C", "C", "C", "C", "C", "C", "C", "C", "C", "H", "H", "H", "H", "H", "H", "H", "H", "H", "H", "H", "H", "H", "H", "H", "H", "H", "H", "H", "H", "H", "H", "H"],
  "coordinates": [[-0.122, -0.265, -0.646], [1.269, 2.414, -1.864], [-0.548, 2.846, -1.540], [-0.596, 4.536, -0.687], [-1.417, 2.974, -3.217], [-1.121, 1.590, -0.505], [-2.383, 1.565, 0.048], [-3.435, 2.425, -0.322], [-4.690, 2.350, 0.256], [-4.971, 1.427, 1.253], [-3.955, 0.583, 1.676], [-2.723, 0.678, 1.079], [-1.733, -0.147, 1.541], [1.696, 3.111, -2.589], [1.383, 1.408, -2.282], [1.867, 2.486, -0.952], [-0.148, 5.301, -1.326], [-0.042, 4.514, 0.253], [-1.618, 4.846, -0.461], [-0.850, 3.609, -3.902], [-2.418, 3.398, -3.128], [-1.516, 1.988, -3.677], [-3.249, 3.158, -1.095], [-5.467, 3.023, -0.087], [-5.956, 1.362, 1.692], [-4.100, -0.139, 2.470], [-1.548, -4.160, -3.366], [-0.815, -2.647, -3.929], [-1.850, -1.835, -5.113], [-0.577, -1.705, -2.737], [0.579, -1.221, -2.634], [-1.514, -1.495, -1.938], [0.123, -2.887, -4.413], [1.360, -4.081, -0.871], [2.241, -3.436, 0.206], [3.521, -2.927, -0.461], [2.553, -4.470, 1.284], [1.260, -1.955, 0.860], [-0.046, -2.795, 1.833], [0.042, -3.149, 3.177], [-1.017, -3.782, 3.810], [-2.170, -4.092, 3.105], [-2.260, -3.769, 1.759], [-1.211, -3.117, 1.132], [2.303, -0.870, 1.999], [3.102, 0.071, 1.084], [3.276, -1.581, 2.939], [1.310, -0.013, 2.797], [1.917, -4.885, -1.358], [1.084, -3.354, -1.634], [0.452, -4.514, -0.451], [4.000, -3.743, -1.006], [4.240, -2.549, 0.267], [3.290, -2.134, -1.176], [3.039, -5.332, 0.819], [1.642, -4.828, 1.761], [3.221, -4.081, 2.051], [0.936, -2.939, 3.746], [-0.940, -4.031, 4.861], [-2.997, -4.582, 3.603], [-3.154, -4.010, 1.198], [-1.315, -2.840, 0.089], [3.891, -0.453, 0.544], [3.570, 0.852, 1.687], [2.452, 0.561, 0.355], [4.051, -2.113, 2.387], [2.780, -2.284, 3.604], [3.772, -0.833, 3.563], [0.687, 0.588, 2.130], [1.863, 0.672, 3.443], [0.651, -0.615, 3.422]],
  "forces_ev_per_angstrom": [[0.292, 0.023, 0.652], [-0.278, 0.044, 0.010], [0.354, 0.312, -0.059], [-0.067, -0.253, -0.161], [0.056, -0.073, 0.272], [0.050, 0.101, -0.014], [-0.229, 0.151, 0.147], [0.169, -0.091, -0.060], [-0.124, 0.053, 0.007], [-0.012, 0.006, -0.022], [-0.034, 0.010, 0.001], [0.061, 0.098, -0.022], [0.160, -0.207, -0.028], [0.017, -0.023, -0.016], [0.041, 0.020, -0.048], [-0.033, -0.008, 0.024], [-0.006, -0.003, -0.016], [0.011, -0.042, -0.002], [0.009, 0.012, 0.003], [0.036, 0.013, 0.024], [0.004, -0.008, -0.028], [0.011, -0.008, 0.005], [-0.065, -0.024, -0.018], [0.015, 0.012, 0.014], [0.006, 0.020, 0.015], [0.015, -0.017, -0.030], [0.049, -0.044, -0.027], [-0.072, 0.130, 0.181], [-0.003, 0.031, -0.040], [-0.081, -0.307, -0.407], [-0.070, 0.015, -0.173], [0.004, -0.284, -0.151], [0.007, 0.005, -0.005], [-0.051, 0.038, -0.002], [-0.065, 0.308, -0.205], [-0.046, 0.088, 0.028], [0.003, 0.077, 0.043], [-0.026, -0.177, 0.415], [-0.061, 0.106, -0.167], [0.012, -0.028, 0.026], [0.051, 0.017, 0.065], [-0.032, -0.009, -0.049], [-0.044, -0.054, 0.041], [0.062, 0.099, 0.039], [-0.128, -0.010, -0.161], [0.003, -0.053, -0.010], [-0.050, -0.044, -0.036], [-0.021, -0.047, -0.064], [0.026, -0.014, 0.037], [0.032, -0.050, -0.014], [-0.014, 0.003, 0.005], [-0.025, -0.028, 0.006], [-0.011, -0.018, -0.047], [0.076, -0.018, -0.035], [0.031, 0.030, -0.040], [-0.004, -0.035, 0.033], [-0.026, -0.059, -0.005], [-0.028, 0.029, 0.007], [0.006, -0.015, -0.012], [0.010, -0.007, -0.001], [0.008, 0.026, -0.006], [-0.028, 0.000, -0.029], [-0.046, 0.071, -0.011], [-0.005, -0.007, 0.031], [0.063, 0.047, 0.008], [-0.011, 0.003, 0.048], [0.061, -0.011, 0.018], [-0.005, 0.027, -0.015], [-0.042, 0.000, 0.046], [0.042, 0.006, -0.031], [-0.010, 0.048, 0.017]],
  "homo_ha": -0.2676,
  "e_tot_ha": -2999.008829,
  "multiplicity": 1,
  "orbital_gap_ev": 7.75,
  "e_lumo_ev": 0.464
}